1.
The following is a quantum chemistry calculation of a single C3H3NO3 molecule, from the OMol25 dataset.

Cartesian coordinates (Å):
N: 1.9349 -0.2140 0.2020
C: 0.7275 0.1295 0.1578
O: 0.0326 0.3864 -1.0098
C: -1.1100 -0.3385 -1.1761
O: -1.3544 -1.3519 -0.5888
C: -0.0666 0.4461 1.4046
O: -1.1675 0.9294 1.3332
H: 2.3018 -0.3530 -0.7432
H: -1.7299 0.1370 -1.9434
H: 0.4316 0.2290 2.3638

Forces on the atoms, in the same order (eV/Å):
N -0.45 0.14 -0.05
C 0.32 -0.08 0.06
O 0.00 -0.06 -0.05
C -0.20 -0.48 0.19
O 0.14 0.57 -0.32
C -0.47 0.21 0.06
O 0.54 -0.21 0.12
H 0.02 0.00 0.15
H 0.04 -0.08 0.02
H 0.07 -0.02 -0.17

Values from the calculation:
M: 101.06 g/mol
E_tot: -396.5684 a.u.
Kohn-Sham gap: 0.3833 hartree
Net charge: 0
Max |F|: 0.67 eV Å⁻¹
HOMO energy: -10.83 eV

These are the Mulliken partial charges, in e, on atoms 1 to 5: -0.6161 0.5904 -0.3304 0.1974 -0.4614

2.
The following is a quantum chemistry calculation of 2 unconnected molecules or ions with the total composition C3H11NOS2, from the OMol25 dataset.

Cartesian coordinates (Å):
N: 2.0092 0.9862 -0.2514
C: 1.5249 -0.3420 0.1220
C: 1.1116 -1.2889 -0.9293
S: -0.7388 -1.0895 -1.6352
S: -1.7884 -0.5748 0.0784
C: -2.7703 -2.1359 0.5482
H: 1.2963 1.5840 -0.5206
H: 2.4209 1.4536 0.4816
H: 2.3456 -0.7844 0.7338
H: 0.6743 -0.2199 0.8118
H: 1.7384 -1.2301 -1.8893
H: 1.0921 -2.3439 -0.5920
H: -3.5058 -2.4173 -0.1711
H: -1.9177 -2.7308 0.7303
H: -3.3450 -2.0416 1.4541
H: -0.4629 5.0178 0.6012
H: 0.6142 4.0925 0.0734
O: -0.2988 4.0649 0.3540

Forces on the atoms, in the same order (eV/Å):
N 0.47 -2.10 -2.11
C 0.32 0.85 2.14
C -0.79 -1.17 -2.76
S 1.25 0.31 1.37
S -1.14 -0.29 -0.27
C 0.92 1.63 -0.08
H -1.93 1.03 -0.97
H 1.34 0.71 2.15
H -0.55 -0.02 -0.51
H 0.15 -0.38 0.07
H -0.88 -0.01 1.39
H 0.25 0.74 0.02
H 0.16 -0.38 -1.00
H 0.17 -1.66 -0.05
H 0.21 0.71 0.64
H 0.07 -1.57 -0.35
H 0.40 -0.13 -0.18
O -0.44 1.71 0.52

Values from the calculation:
M: 141.26 g/mol
E_tot: -1047.2278 a.u.
Kohn-Sham gap: 0.3341 hartree
Net charge: 0
Max |F|: 3.10 eV Å⁻¹
HOMO energy: -8.46 eV

These are the Mulliken partial charges, in e, on atoms 1 to 5: -0.6351 -0.3147 -0.6644 -0.0972 -0.1042

3.
The following is a quantum chemistry calculation of a single C6H12N2O molecule, from the OMol25 dataset.

Cartesian coordinates (Å):
C: -2.0252 0.0318 1.5392
C: -0.9369 -0.5687 0.6848
C: -1.0224 -0.6660 -0.8070
C: -2.2030 -0.1707 -1.6039
C: -0.0324 0.3115 -0.1762
N: -0.3601 1.7016 -0.2347
C: 1.4282 -0.0465 -0.2590
N: 2.0519 -0.6206 0.7877
H: -2.4997 0.8933 1.0566
H: -2.8001 -0.7208 1.7441
H: -1.6164 0.3658 2.5036
H: -0.4229 -1.3987 1.1764
H: -0.5638 -1.5588 -1.2394
H: -2.6290 0.7459 -1.1820
H: -1.9053 0.0398 -2.6411
H: -2.9893 -0.9391 -1.6279
H: -0.0169 2.1864 0.5892
H: 0.0692 2.1409 -1.0433
O: 2.2129 0.5083 -1.0537
H: 1.7979 -1.5755 1.0008
H: 3.0773 -0.2463 0.7455

Forces on the atoms, in the same order (eV/Å):
C -0.19 0.06 0.07
C 0.37 0.12 0.06
C 0.11 -0.06 -0.32
C -0.21 0.05 -0.05
C -0.79 -1.34 -0.16
N 0.25 0.19 -0.05
C 1.90 2.98 -1.36
N 2.15 -0.01 1.12
H 0.14 -0.22 0.11
H 0.16 0.21 -0.02
H -0.11 -0.07 -0.22
H -0.11 0.19 -0.15
H -0.05 0.22 0.13
H 0.14 -0.22 -0.11
H -0.08 -0.05 0.26
H 0.16 0.20 -0.01
H -0.01 -0.06 -0.07
H -0.01 -0.11 0.04
O -1.95 -0.19 0.03
H 0.46 0.17 0.56
H -2.34 -2.04 0.16

Values from the calculation:
M: 128.17 g/mol
E_tot: -420.5417 a.u.
Kohn-Sham gap: 0.3703 hartree
Net charge: 0
Max |F|: 3.78 eV Å⁻¹
HOMO energy: -9.28 eV

These are the Mulliken partial charges, in e, on atoms 1 to 5: -1.6057 0.1312 0.1210 -1.5235 0.6454

4.
The following is a quantum chemistry calculation of a single C3H8BNO molecule, from the OMol25 dataset.

Cartesian coordinates (Å):
B: 1.5233 -0.2081 -0.6032
C: -0.5716 1.4846 0.1153
C: -0.6661 -1.4579 -0.0376
C: 0.5207 -0.7512 0.4853
N: -1.7163 0.7232 0.1430
O: -1.8422 -0.4726 -0.4545
H: 1.4103 -0.5606 -1.6880
H: 2.3877 0.5741 -0.3823
H: -0.4169 2.2509 0.9126
H: -0.2526 1.7908 -0.8786
H: -0.4093 -2.0466 -0.9316
H: -1.1166 -2.0209 0.7369
H: 0.6991 -0.7542 1.5017
H: -1.8630 0.7464 1.1411

Forces on the atoms, in the same order (eV/Å):
B -0.97 -0.11 2.56
C 0.23 -1.37 -1.67
C 1.24 0.71 0.31
C 0.39 1.46 -4.45
N 0.77 1.85 1.65
O 0.94 0.27 -0.22
H -0.40 -0.31 -1.29
H 0.26 0.01 0.29
H -0.32 -1.09 -0.52
H 0.41 -0.22 0.18
H -0.63 0.51 0.20
H -0.68 -0.90 0.50
H 0.14 0.32 2.10
H -1.39 -1.13 0.37

Values from the calculation:
M: 84.91 g/mol
E_tot: -273.7554 a.u.
Kohn-Sham gap (spin up / spin down): 0.3085 / 0.3086 hartree
Net charge: 0
Max |F|: 4.70 eV Å⁻¹
HOMO energy (spin up / spin down): -8.45 / -8.45 eV

These are the Mulliken partial charges, in e, on atoms 1 to 5: 0.1801 -0.4149 -0.3286 -0.6834 -0.0935

5.
The following is a quantum chemistry calculation of 2 unconnected molecules or ions with the total composition C5H9F2N, from the OMol25 dataset.

Cartesian coordinates (Å):
C: 1.8723 -2.9376 0.2595
C: 1.9888 -1.6756 0.4821
C: -1.9892 0.9590 1.2117
C: -2.5106 0.2395 -0.9846
C: -0.6843 -0.8857 0.2108
N: -1.7327 0.1234 0.0562
F: -0.8681 -1.6724 1.2626
F: -0.4613 -1.3676 -1.0681
H: 1.0473 -3.4177 0.8308
H: 2.4195 -3.7590 -0.3353
H: 1.4501 -1.3268 1.2027
H: -3.0358 0.7828 1.5278
H: -1.3473 0.7221 2.0842
H: -1.8880 1.9280 0.8506
H: -2.8886 1.1444 -1.2838
H: 2.6209 -0.9927 0.1394
H: -2.8019 -0.4749 -1.7330

Forces on the atoms, in the same order (eV/Å):
C -0.55 -4.72 -0.35
C 1.56 -2.27 -1.67
C -0.84 -1.64 1.07
C -0.51 -0.85 -1.45
C -1.33 4.22 -2.34
N 1.91 -3.25 1.87
F -0.19 -1.14 -0.54
F -0.50 -1.25 1.85
H 0.64 0.14 -0.34
H -0.55 2.15 0.46
H -3.52 2.18 4.09
H 0.49 0.22 -0.12
H -0.03 0.21 -0.89
H 0.25 2.09 0.01
H -0.78 2.55 0.11
H 3.00 2.35 -2.03
H 0.95 -0.99 0.28

Values from the calculation:
M: 121.13 g/mol
E_tot: -450.1813 a.u.
Kohn-Sham gap (spin up / spin down): 0.3176 / 0.2763 hartree
Net charge: 0
Max |F|: 5.82 eV Å⁻¹
HOMO energy (spin up / spin down): -7.99 / -7.09 eV

These are the Mulliken partial charges, in e, on atoms 1 to 5: -0.2618 -0.8460 -1.0293 -0.4945 0.1917

6.
The following is a quantum chemistry calculation of a molecular structure, C35H41Cl2N2OP3Pt, from the OMol25 dataset.

Cartesian coordinates (Å):
P: 1.3065 1.6648 -3.4152
C: 3.0118 1.5548 -3.0231
C: 3.8753 0.8912 -3.9431
H: 3.4647 0.1135 -4.5865
C: 5.2053 1.2902 -4.0153
H: 5.8448 0.9129 -4.8143
C: 5.7234 2.1766 -3.0622
H: 6.7604 2.5011 -3.1324
C: 4.9217 2.6314 -2.0005
H: 5.3587 3.2569 -1.2189
C: 3.5643 2.3194 -1.9661
H: 2.9073 2.6722 -1.1718
C: 0.4413 0.1390 -3.5877
C: 1.0494 -1.0655 -3.1526
H: 1.9380 -1.0148 -2.5228
C: 0.5264 -2.2902 -3.5501
H: 0.9954 -3.2196 -3.2112
C: -0.5911 -2.3388 -4.3988
H: -0.9469 -3.2967 -4.7718
C: -1.2572 -1.1580 -4.7409
H: -2.1617 -1.2084 -5.3565
C: -0.7875 0.0736 -4.2998
H: -1.3310 0.9939 -4.5110
C: 0.4125 3.1589 -3.2565
C: 0.5224 4.0846 -4.3299
H: 1.2728 3.8817 -5.0955
C: -0.3355 5.1808 -4.3728
H: -0.3061 5.8662 -5.2221
C: -1.2337 5.4013 -3.3207
H: -1.8991 6.2656 -3.3584
C: -1.2797 4.5345 -2.2148
H: -1.9655 4.7457 -1.3940
C: -0.4629 3.4051 -2.1766
H: -0.4519 2.7183 -1.3277
Pt: -0.0249 -0.6636 2.6477
C: -1.8515 -1.2469 1.8762
C: -2.2414 -1.0869 0.5951
H: -2.5052 -1.7632 2.6171
C: -1.4446 -0.2612 -0.4321
O: -2.3687 0.5596 -1.1692
H: -1.8723 1.2935 -1.5777
C: -0.3903 0.6020 0.1179
H: -1.0038 -0.9715 -1.1436
C: 0.1074 0.6185 1.3259
Cl: -0.5630 -1.8141 4.6247
Cl: 2.1889 0.1516 3.1435
P: 1.4494 -2.4486 2.0619
C: 2.4529 -2.9092 3.4969
H: 1.7813 -3.2290 4.3008
H: 2.9997 -2.0201 3.8400
H: 3.1566 -3.7000 3.2120
C: 0.3579 -3.8221 1.6524
H: -0.1282 -3.6120 0.6905
H: -0.4065 -3.8993 2.4336
H: 0.9484 -4.7452 1.5872
C: 2.5632 -2.2348 0.6476
H: 3.0580 -1.2576 0.7053
H: 1.9959 -2.3025 -0.2915
H: 3.3199 -3.0352 0.6738
P: -3.7802 -1.8312 -0.0173
C: -4.4183 -2.8975 1.2686
C: -3.4945 -2.8034 -1.4979
H: -4.5787 -2.3096 2.1799
H: -3.7020 -3.7023 1.4772
H: -5.3704 -3.3262 0.9317
H: -3.1081 -2.1794 -2.3125
H: -4.4460 -3.2501 -1.8151
H: -2.7794 -3.6099 -1.2991
C: -5.0053 -0.5934 -0.4170
H: -5.3048 -0.0693 0.4957
H: -5.8827 -1.0699 -0.8681
H: -4.5622 0.1260 -1.1124
H: 0.7462 1.4605 1.5675
N: -0.3351 -0.5790 9.7117
C: -0.2259 -0.0106 8.6919
C: -0.0845 0.6856 7.4334
C: 1.1832 0.9083 6.8922
C: 1.2677 1.5912 5.6700
N: 0.1921 1.9889 5.0093
C: -1.0156 1.7958 5.5069
C: -1.2081 1.1484 6.7424
H: 2.0927 0.5549 7.3741
H: 2.2381 1.7703 5.2103
H: -1.8754 2.1464 4.9296
H: -2.2148 1.0109 7.1320

Forces on the atoms, in the same order (eV/Å):
P 0.25 -1.03 0.04
C 0.85 -0.27 0.48
C -0.29 0.64 0.15
H 0.13 0.44 -0.24
C 0.01 -0.25 0.27
H -0.16 -0.03 0.33
C -0.43 0.06 0.16
H -0.25 -0.09 0.03
C 0.09 -0.16 -0.04
H -0.16 -0.26 -0.24
C -0.01 0.18 -0.75
H 0.24 0.20 -0.22
C -0.57 -0.50 0.07
C 0.00 0.26 -0.26
H -0.14 -0.05 -0.21
C -0.12 -0.09 -0.05
H -0.13 0.38 -0.19
C 0.25 0.22 0.31
H 0.04 0.20 0.09
C -0.29 0.00 0.08
H 0.37 0.07 0.26
C 0.53 0.01 0.11
H 0.16 -0.20 -0.20
C -0.43 1.09 -0.03
C -0.22 -0.55 0.55
H -0.37 0.23 0.00
C 0.08 0.02 0.18
H 0.04 -0.20 0.32
C 0.16 -0.30 0.06
H 0.20 -0.28 0.04
C 0.06 0.05 -0.19
H 0.23 -0.06 -0.20
C 0.09 0.13 -0.54
H -0.13 0.26 -0.10
Pt -0.89 -1.53 1.95
C -0.13 0.01 0.13
C 0.09 0.32 0.44
H 0.60 0.23 -0.76
C -0.26 -0.14 -1.12
O 0.07 0.14 -0.16
H -0.33 -0.48 0.18
C -1.33 -1.17 -0.08
H 0.16 -0.10 -0.10
C 0.94 3.10 -1.33
Cl -0.01 0.32 -0.22
Cl 0.21 0.27 0.22
P 0.37 -0.56 0.06
C 0.16 -0.07 0.01
H 0.18 -0.08 -0.19
H -0.17 -0.49 -0.18
H -0.18 0.02 0.14
C 0.18 -0.38 -0.13
H 0.11 -0.10 0.21
H 0.20 -0.11 -0.12
H -0.31 0.03 -0.04
C 0.12 0.01 -0.16
H -0.10 -0.27 0.07
H 0.11 0.01 0.27
H -0.22 0.26 -0.07
P 0.44 0.47 0.37
C -0.04 -0.18 0.07
C 0.15 -0.22 -0.20
H -0.07 -0.17 -0.20
H -0.21 0.16 -0.03
H 0.19 0.07 0.12
H -0.09 -0.02 0.21
H 0.19 0.12 0.07
H -0.12 0.15 0.01
C -0.22 0.20 -0.07
H 0.04 -0.07 -0.12
H 0.12 0.05 0.10
H -0.16 -0.20 0.16
H 0.28 0.10 0.20
N 0.26 1.37 -2.51
C -0.27 -1.27 2.26
C 0.00 0.15 -0.16
C 0.12 0.25 -0.49
C -0.09 -0.58 0.99
N 0.07 0.58 -0.97
C -0.12 -0.67 1.24
C -0.12 0.24 -0.51
H -0.30 0.10 0.04
H -0.30 0.08 0.18
H 0.30 -0.05 0.15
H 0.28 -0.03 0.00

Values from the calculation:
M: 864.63 g/mol
E_tot: -3606.0831 a.u.
Kohn-Sham gap (spin up / spin down): 0.2601 / 0.1726 hartree
<S²>: 6.058
Multiplicity: 5
Net charge: +2
Max |F|: 3.50 eV Å⁻¹
HOMO energy (spin up / spin down): -12.22 / -13.10 eV

These are the Mulliken partial charges, in e, on atoms 1 to 5: 0.3753 0.7754 -0.2521 0.4232 -0.6799